{
  "formula": "C2H14O4S",
  "method": "wB97M-V/def2-TZVPD",
  "max_force_ev_per_a": 5.00,
  "relative_energy_kcal_mol": 56.5,
  "smiles": "CCS.O.O.O.O",
  "e_tot_ev": -21324.56273,
  "homo_lumo_gap_ev": 9.54,
  "spin_multiplicity": 1,
  "symbols": ["C", "C", "S", "H", "H", "H", "H", "H", "H", "H", "H", "O", "H", "H", "O", "H", "H", "O", "H", "H", "O"],
  "positions_angstrom": [[-2.630, -1.263, 2.906], [-1.396, -0.672, 2.178], [-0.382, -2.054, 1.378], [-3.328, -0.335, 2.779], [-2.351, -1.278, 3.934], [-2.958, -2.158, 2.455], [-1.306, -0.090, 1.277], [-0.954, 0.086, 2.875], [0.577, -2.117, 2.346], [1.707, 4.366, 0.008], [2.615, 5.189, -0.684], [1.824, 5.247, -0.271], [-1.125, 0.318, -2.936], [0.324, -0.209, -2.886], [-0.462, -0.193, -3.441], [1.409, -0.544, 0.296], [1.799, 0.836, 1.203], [1.372, 0.451, 0.421], [0.959, -2.081, -4.772], [2.370, -1.295, -4.454], [1.934, -2.204, -4.613]],
  "mulliken_charge": [-0.90, -0.47, -0.36, 0.24, 0.26, 0.38, 0.34, 0.35, 0.15, 0.30, 0.29, -0.60, 0.30, 0.32, -0.62, 0.32, 0.29, -0.62, 0.34, 0.32, -0.66]
}

=====

{
  "formula": "C2H14O4S2",
  "method": "wB97M-V/def2-TZVPD",
  "max_force_ev_per_a": 2.06,
  "relative_energy_kcal_mol": 10.8,
  "smiles": "CSSC.O.O.O.O",
  "e_tot_ev": -32161.59352,
  "homo_lumo_gap_ev": 9.77,
  "spin_multiplicity": 1,
  "symbols": ["C", "S", "S", "C", "H", "H", "H", "H", "H", "H", "H", "H", "O", "H", "H", "O", "H", "H", "O", "H", "H", "O"],
  "positions_angstrom": [[-1.020, 0.594, -0.616], [-0.131, -0.736, -1.407], [0.855, -1.785, -0.033], [2.415, -0.865, 0.256], [-1.878, 0.284, -0.017], [-0.398, 1.074, 0.144], [-1.224, 1.404, -1.300], [2.263, 0.199, 0.176], [2.751, -1.044, 1.279], [3.122, -1.383, -0.376], [-4.576, 0.028, 1.895], [-3.985, -1.258, 1.405], [-4.154, -0.351, 1.120], [2.155, 2.292, -0.115], [0.841, 2.927, 0.463], [1.698, 2.575, 0.691], [3.077, 0.769, -2.045], [1.682, 0.942, -2.573], [2.455, 1.458, -2.295], [-2.068, -1.703, 0.731], [-1.541, -2.976, 1.307], [-2.339, -2.443, 1.311]],
  "mulliken_charge": [-0.54, -0.12, -0.08, -0.37, 0.15, 0.18, 0.38, -0.19, 0.34, 0.28, 0.31, 0.35, -0.65, 0.35, 0.30, -0.67, 0.32, 0.30, -0.63, 0.30, 0.32, -0.66]
}

=====

{
  "formula": "C2H14O4S2",
  "method": "wB97M-V/def2-TZVPD",
  "max_force_ev_per_a": 0.92,
  "relative_energy_kcal_mol": 18.5,
  "smiles": "CCSS.O.O.O.O",
  "e_tot_ev": -32161.25839,
  "homo_lumo_gap_ev": 8.80,
  "spin_multiplicity": 1,
  "symbols": ["C", "C", "S", "S", "H", "H", "H", "H", "H", "H", "H", "H", "O", "H", "H", "O", "H", "H", "O", "H", "H", "O"],
  "positions_angstrom": [[0.591, 1.906, -4.084], [0.020, 2.472, -2.794], [0.145, 1.361, -1.380], [-0.952, -0.355, -1.783], [0.222, 2.472, -4.950], [0.266, 0.875, -4.231], [1.675, 1.933, -4.094], [-0.985, 2.849, -2.956], [0.610, 3.335, -2.466], [-0.391, -0.700, -2.945], [0.039, 1.384, 5.760], [0.501, 0.941, 7.105], [0.384, 0.593, 6.210], [4.838, -3.402, 4.607], [3.858, -4.330, 3.900], [4.069, -3.957, 4.759], [-1.963, -3.749, -3.732], [-2.241, -2.361, -4.242], [-1.723, -2.827, -3.579], [-1.958, 0.266, 3.318], [-1.317, 0.649, 4.711], [-1.863, 0.955, 3.980]],
  "mulliken_charge": [-0.77, -0.43, -0.08, -0.14, 0.30, 0.15, 0.25, 0.32, 0.27, 0.12, 0.32, 0.32, -0.66, 0.32, 0.32, -0.64, 0.29, 0.31, -0.60, 0.31, 0.35, -0.64]
}

=====

{
  "formula": "C2H14Si4",
  "method": "wB97M-V/def2-TZVPD",
  "max_force_ev_per_a": 2.88,
  "relative_energy_kcal_mol": 0.0,
  "e_tot_ev": -33808.73996,
  "homo_lumo_gap_ev": 10.16,
  "spin_multiplicity": 1,
  "symbols": ["C", "C", "Si", "Si", "Si", "Si", "H", "H", "H", "H", "H", "H", "H", "H", "H", "H", "H", "H", "H", "H"],
  "positions_angstrom": [[-1.207, 0.122, -2.361], [0.670, -0.929, 2.241], [-2.756, 0.047, 0.642], [2.991, 0.270, -0.454], [-1.006, -0.730, -0.619], [1.069, -0.968, 0.351], [-1.731, 1.065, -2.136], [-0.421, 0.245, -3.064], [-2.023, -0.456, -2.915], [1.235, -1.513, 2.873], [0.818, 0.117, 2.494], [-0.244, -1.419, 2.425], [-4.013, -0.032, -0.079], [-2.827, 1.412, 1.089], [-2.983, -0.725, 1.835], [3.569, -0.320, -1.655], [2.916, 1.791, -0.605], [4.071, 0.062, 0.534], [-1.366, -2.143, -1.066], [1.604, -2.596, -0.275]],
  "mulliken_charge": [-1.10, -1.19, 0.48, 0.38, 0.25, 0.11, 0.29, 0.39, 0.29, 0.40, 0.31, 0.39, -0.16, -0.15, -0.17, -0.12, -0.11, -0.13, -0.09, -0.05]
}